(1)
{"formula": "C20H18N5Se4Ti", "method": "ωB97M-V/def2-TZVPD", "homo_ev": [-6.394, -6.360], "homo_lumo_gap_ha": [0.22684, 0.16452], "lumo_ev": [-0.222, -1.883], "multiplicity": 2, "elements": ["Ti", "C", "C", "C", "C", "C", "N", "C", "C", "C", "C", "C", "C", "C", "N", "C", "C", "C", "N", "C", "C", "N", "C", "C", "C", "N", "H", "H", "H", "H", "H", "H", "H", "H", "H", "H", "H", "H", "H", "H", "H", "H", "H", "H", "Se", "Se", "Se", "Se"], "positions_angstrom": [[-0.14398, -2.17719, 0.46350], [4.31382, 2.14361, -2.78640], [3.18702, 1.38761, -2.15910], [1.88402, 1.55351, -2.62060], [0.83312, 0.92791, -1.99620], [1.02202, 0.10411, -0.87530], [-0.08008, -0.36379, -0.17730], [-1.00638, 0.57911, 0.19550], [-0.62128, 1.91181, 0.44090], [-1.50748, 2.85991, 0.89130], [-2.83118, 2.52631, 1.16630], [-3.78388, 3.53281, 1.73520], [-3.23458, 1.22471, 0.93200], [-2.36568, 0.26421, 0.41990], [-2.88348, -1.00129, 0.08520], [-4.16268, -1.28429, -0.23910], [-4.22998, -2.62829, -0.53950], [-2.93198, -3.10059, -0.37490], [-2.13068, -2.10179, -0.00300], [2.35012, -0.14619, -0.47730], [3.40272, 0.50391, -1.11490], [2.64332, -1.05019, 0.56230], [3.73982, -1.07649, 1.34480], [3.68502, -2.22739, 2.10270], [2.50532, -2.85789, 1.71690], [1.88542, -2.12769, 0.79180], [3.95272, 3.08731, -3.18920], [4.75162, 1.57191, -3.60410], [5.09792, 2.35041, -2.06110], [1.69992, 2.19051, -3.47090], [-0.18118, 1.07591, -2.33910], [0.41332, 2.18111, 0.28640], [-1.16158, 3.87131, 1.05780], [-3.51208, 4.54041, 1.42740], [-3.75928, 3.49021, 2.82410], [-4.80268, 3.33021, 1.41490], [-4.24758, 0.93801, 1.17140], [-4.92868, -0.53749, -0.26150], [-5.09338, -3.19199, -0.82700], [-2.55348, -4.10349, -0.50450], [4.41142, 0.31591, -0.78320], [4.46572, -0.28869, 1.34310], [4.38872, -2.56059, 2.83750], [2.08902, -3.79319, 2.06590], [-0.24578, -1.09829, 2.88250], [-0.93178, -3.27069, 2.62760], [0.29462, -4.56099, -0.39490], [0.31412, -2.91409, -1.98800]], "atomic_forces_ev_per_a": [[0.1, -2.6, -0.8], [0.1, -0.1, -0.1], [-0.2, 0.0, 0.2], [0.1, 0.0, 0.1], [0.1, -0.3, 0.2], [0.7, 0.4, -0.6], [0.2, 0.5, -0.3], [-0.5, 0.6, 0.3], [-0.1, -0.2, 0.1], [-0.1, -0.1, 0.0], [-0.1, -0.1, -0.1], [0.0, 0.0, 0.1], [0.1, 0.0, 0.0], [0.8, 0.7, 0.1], [-0.7, -0.1, -0.2], [0.0, -0.4, -0.1], [0.1, 0.2, 0.1], [-0.2, 0.1, -0.1], [-1.1, -0.4, -0.1], [-0.6, 0.5, -0.7], [-0.1, 0.0, 0.0], [0.4, 0.1, 0.4], [0.0, -0.2, 0.3], [0.0, 0.1, -0.1], [0.3, 0.0, 0.0], [0.8, -0.4, 0.3], [0.1, 0.1, 0.0], [0.1, 0.0, -0.1], [0.1, 0.0, 0.0], [0.0, 0.1, -0.1], [-0.1, 0.0, 0.0], [0.0, 0.0, 0.0], [0.0, 0.1, 0.0], [0.0, 0.1, 0.0], [-0.1, 0.1, 0.1], [-0.1, 0.0, 0.0], [-0.1, 0.0, 0.0], [0.0, 0.2, 0.0], [-0.2, 0.0, -0.1], [0.2, 0.2, 0.0], [0.2, -0.1, 0.0], [0.1, 0.1, -0.1], [0.2, 0.0, 0.1], [0.0, 0.2, -0.1], [-0.6, -0.8, 0.3], [0.3, 0.7, 0.4], [-0.3, 0.0, 0.6], [0.1, 0.5, 0.1]]}

(2)
{"formula": "Ca2H8N4O16", "method": "ωB97M-V/def2-TZVPD", "homo_ev": -8.358, "homo_lumo_gap_ha": 0.19181, "lumo_ev": -3.139, "elements": ["Ca", "Ca", "N", "O", "O", "O", "N", "O", "O", "O", "N", "O", "O", "O", "N", "O", "O", "O", "O", "H", "H", "O", "H", "H", "O", "H", "H", "O", "H", "H"], "positions_angstrom": [[11.76627, 0.80378, 9.09831], [15.17054, -3.40667, 11.99752], [13.32266, -5.87798, 13.16541], [13.89147, -5.33238, 12.21610], [12.26335, -6.44449, 12.97661], [13.81847, -5.78843, 14.26822], [12.54687, -1.70175, 10.72125], [12.96765, -2.72390, 11.14839], [13.14938, -0.96080, 9.96295], [11.35945, -1.45326, 10.89119], [8.49024, 0.87456, 10.75674], [7.87049, 1.88094, 11.22164], [9.70550, 0.92905, 10.44228], [7.93924, -0.22343, 10.75163], [13.33794, 2.51787, 11.56622], [12.66966, 1.62645, 11.15866], [14.05899, 2.39649, 12.57401], [13.32640, 3.58045, 10.94728], [11.00497, -3.99149, 12.81070], [11.21066, -3.38502, 13.52212], [11.54483, -3.69420, 12.07830], [15.57095, -2.97613, 9.70768], [16.42035, -3.10857, 9.28672], [14.99798, -2.67500, 9.00252], [8.74690, -3.02783, 10.05966], [9.01662, -3.90065, 10.34544], [9.53899, -2.49556, 10.13389], [9.89371, -0.56121, 13.24108], [8.95838, -0.71192, 13.10441], [10.30471, -0.84835, 12.42569]], "atomic_forces_ev_per_a": [[-1.3, 0.5, 3.4], [-2.2, -1.3, 0.0], [-3.2, -1.9, 2.1], [2.9, 2.9, -3.8], [0.4, -0.3, -0.4], [1.3, 0.5, 1.6], [-5.3, 1.9, -1.3], [4.1, -3.6, 2.2], [3.1, 1.3, -2.0], [-0.7, 0.6, 0.1], [-3.2, 0.7, 2.4], [1.8, -1.2, -1.4], [2.5, 0.8, -1.8], [0.2, -0.1, -0.5], [3.8, 4.6, 2.2], [-3.4, -5.7, -2.5], [-0.5, -0.6, -0.3], [0.0, 1.0, -0.7], [-0.1, -0.2, 0.1], [-0.2, 0.3, 0.2], [0.0, 0.0, -0.1], [0.5, -0.2, 0.5], [0.4, -0.1, -0.2], [-0.6, 0.2, 0.0], [-0.1, -0.1, -0.4], [0.1, -0.3, 0.2], [0.0, 0.3, 0.3], [0.3, 0.0, 0.5], [-0.3, 0.0, -0.1], [-0.1, 0.0, -0.2]]}

(3)
{"formula": "CH4N2OS", "method": "ωB97M-V/def2-TZVPD", "smiles": "N=C=O.NS", "homo_ev": -9.658, "homo_lumo_gap_ha": 0.37014, "lumo_ev": 0.413, "e_above_lowest_kcal_mol": 32.17, "elements": ["N", "C", "O", "H", "N", "S", "H", "H", "H"], "positions_angstrom": [[2.52915, -1.00597, 0.08844], [2.33763, 0.17494, 0.18901], [2.28561, 1.26354, 0.60170], [2.18410, -1.81726, -0.36929], [-2.14303, 0.71890, -0.05266], [-1.02234, -0.66742, -0.26334], [-1.93645, 1.24348, 0.76328], [-2.10437, 1.49414, -0.78102], [-2.13032, -1.40435, -0.17611]], "atomic_forces_ev_per_a": [[0.4, 0.2, -0.3], [0.1, -0.9, 1.4], [-0.2, 0.6, -0.8], [-0.3, 0.1, -0.3], [0.4, 1.1, -1.9], [-1.6, 1.6, 0.1], [0.4, 0.0, 1.2], [0.3, -1.9, 0.6], [0.4, -0.8, -0.1]]}

(4)
{"formula": "C4H9NO", "method": "ωB97M-V/def2-TZVPD", "homo_ev": [1.057, -3.433], "homo_lumo_gap_ha": [0.11216, 0.27377], "total_charge": -1, "lumo_ev": [4.110, 4.017], "multiplicity": 2, "e_above_lowest_kcal_mol": 12.58, "elements": ["C", "C", "C", "H", "H", "H", "H", "H", "H", "C", "N", "O", "H", "H", "H"], "positions_angstrom": [[-0.89585, 1.28345, -1.27627], [-0.83275, 1.31936, 0.20014], [0.37408, 1.45003, 0.94854], [-0.14158, 0.64126, -1.74018], [-0.76227, 2.27299, -1.78806], [-1.86254, 0.94426, -1.62364], [-1.72192, 1.23871, 0.82253], [0.31649, 1.47686, 2.03224], [1.28581, 1.73007, 0.42187], [0.89742, -1.79092, -0.23692], [0.54745, -2.24754, 0.98443], [1.75235, -2.32848, -0.92180], [0.40689, -0.85441, -0.52034], [0.97143, -3.11170, 1.28793], [-0.33500, -2.02395, 1.40954]], "atomic_forces_ev_per_a": [[-0.1, 0.6, -0.4], [1.2, -0.5, 1.8], [-1.2, 0.3, -1.3], [0.1, -0.1, 0.0], [0.2, 0.0, 0.3], [-0.3, -0.3, -0.1], [-0.2, 0.0, -0.5], [0.2, 0.1, -0.1], [0.1, -0.2, 0.3], [0.3, 0.4, -0.2], [-0.1, -0.8, 0.5], [0.1, -0.1, -0.1], [-0.2, -0.1, 0.1], [0.0, 0.0, -0.2], [0.0, 0.6, -0.1]]}

(5)
{"formula": "C39H43As2ClHgSi2", "method": "ωB97M-V/def2-TZVPD", "homo_ev": -5.803, "homo_lumo_gap_ha": 0.21410, "lumo_ev": 0.023, "e_above_lowest_kcal_mol": 0.00, "elements": ["C", "C", "C", "H", "C", "C", "H", "H", "H", "H", "Hg", "Si", "C", "C", "H", "C", "H", "C", "H", "C", "H", "C", "H", "C", "C", "H", "C", "H", "C", "H", "C", "H", "C", "H", "H", "Si", "C", "C", "H", "C", "H", "C", "H", "C", "H", "C", "H", "C", "C", "H", "C", "H", "C", "H", "C", "H", "C", "H", "H", "Cl", "C", "As", "C", "C", "C", "C", "C", "C", "C", "As", "C", "C", "H", "H", "H", "H", "H", "H", "H", "H", "H", "H", "H", "H", "H", "H", "H", "H"], "positions_angstrom": [[-2.00726, -1.05318, 4.93023], [-2.85988, -0.44205, 3.96729], [-2.91444, -1.29380, 2.83052], [-3.38419, 0.49898, 4.09211], [-2.10606, -2.42450, 3.08673], [-1.53243, -2.28170, 4.38250], [-0.87022, -2.97986, 4.87221], [-1.76766, -0.66375, 5.90838], [-3.46925, -1.10521, 1.91200], [-1.93102, -3.24793, 2.39906], [0.35364, 0.11374, 2.23832], [2.77142, -0.05287, -5.65701], [1.80787, 1.43109, -6.18970], [2.25869, 2.23393, -7.24808], [3.18357, 1.97238, -7.77968], [1.52724, 3.36599, -7.63050], [1.87171, 3.98234, -8.46144], [0.35387, 3.70948, -6.94272], [-0.21239, 4.59945, -7.23552], [-0.09552, 2.91112, -5.88227], [-1.01907, 3.16249, -5.35615], [0.63787, 1.78048, -5.49812], [0.29552, 1.16940, -4.65027], [1.87309, -1.58665, -6.15945], [0.68342, -1.54212, -6.90231], [0.26747, -0.57754, -7.22611], [0.01261, -2.72923, -7.23537], [-0.93067, -2.68282, -7.78346], [0.54727, -3.96720, -6.86050], [0.02226, -4.89350, -7.11614], [1.75502, -4.01928, -6.14751], [2.17461, -4.98252, -5.85552], [2.41806, -2.83503, -5.80704], [3.37126, -2.87980, -5.26174], [2.92401, 0.02041, -4.18892], [-0.12869, -0.20217, -0.06625], [-0.87109, -1.83323, -0.64871], [-2.03343, -1.87309, -1.43823], [-2.57283, -0.94286, -1.66858], [-2.53576, -3.09642, -1.90547], [-3.39107, -3.10353, -2.58880], [-1.94626, -4.30277, -1.53068], [-2.30908, -5.24839, -1.93350], [-0.85680, -4.27429, -0.65149], [-0.40328, -5.21274, -0.33343], [-0.34429, -3.05135, -0.18701], [0.45191, -3.04989, 0.57143], [-1.40070, 1.15132, -0.52731], [-2.59045, 1.48254, 0.15238], [-2.81865, 1.00982, 1.12005], [-3.47050, 2.43963, -0.38461], [-4.41590, 2.67294, 0.10582], [-3.15090, 3.11470, -1.57132], [-3.84287, 3.83449, -2.00923], [-1.93087, 2.84083, -2.19059], [-1.65966, 3.36699, -3.10640], [-1.05271, 1.89260, -1.66057], [-0.06918, 1.72517, -2.12145], [4.05910, -0.05393, -6.38088], [1.81309, 0.05824, -0.75997], [3.86638, -0.05930, 5.04238], [2.07400, -0.46673, 4.34396], [2.18248, -2.40633, 4.18955], [1.01080, 0.31325, 5.86374], [1.23220, -0.06349, 7.18315], [0.65032, 0.67583, 8.21927], [-0.11968, 1.80256, 7.94576], [-0.32189, 2.23609, 6.63594], [0.23758, 1.47723, 5.60452], [-0.03252, 2.12181, 3.77387], [-1.61219, 3.28202, 3.81878], [1.67421, 2.88043, 3.16819], [4.58308, -0.33420, 4.25416], [3.99358, -0.68305, 5.93959], [3.91430, 1.01327, 5.28613], [2.78736, -2.77801, 5.03290], [1.16766, -2.82941, 4.19186], [2.69550, -2.60938, 3.23235], [1.85748, -0.93324, 7.40669], [0.80842, 0.36435, 9.25947], [-0.57208, 2.37852, 8.75673], [-0.87977, 3.14275, 6.40187], [-1.30917, 4.23620, 4.28307], [-1.91680, 3.41512, 2.76439], [-2.39080, 2.76944, 4.41757], [1.86677, 3.79391, 3.74146], [2.46551, 2.12313, 3.32357], [1.54769, 3.08188, 2.09002]], "atomic_forces_ev_per_a": [[-0.1, -0.1, -0.8], [0.6, -0.5, 0.1], [0.3, 0.1, 0.1], [-0.1, -0.1, 0.0], [0.3, 0.3, 0.1], [-0.3, 0.9, -0.5], [-0.1, -0.2, 0.1], [-0.1, 0.0, 0.1], [0.0, -0.1, 0.2], [-0.1, 0.1, 0.1], [-0.7, -0.7, 0.4], [0.0, 0.1, -0.1], [0.0, 0.5, 0.0], [-0.4, 0.2, 0.0], [-0.4, 0.1, 0.2], [-0.1, -0.1, 0.3], [-0.1, -0.1, 0.2], [0.2, -0.3, 0.0], [0.2, -0.4, 0.1], [0.2, -0.1, -0.1], [0.3, 0.0, -0.2], [-0.2, 0.4, -0.2], [0.1, 0.3, -0.4], [-0.2, -0.6, -0.2], [-0.1, -0.4, 0.0], [0.2, -0.5, 0.2], [0.3, 0.0, 0.1], [0.3, 0.0, 0.1], [0.1, 0.2, 0.1], [0.2, 0.4, 0.1], [-0.1, 0.3, -0.1], [-0.1, 0.2, -0.1], [-0.4, -0.2, -0.1], [-0.5, 0.0, -0.2], [0.2, -0.1, 0.0], [-1.5, -0.6, 0.5], [-0.2, -0.1, 0.4], [0.1, -0.1, -0.2], [0.4, -0.4, -0.1], [-0.1, 0.2, 0.0], [0.2, 0.0, 0.4], [0.5, 0.5, 0.1], [0.0, 0.2, 0.2], [0.0, 0.3, 0.1], [-0.1, 0.2, 0.0], [-0.1, -0.4, -0.3], [-0.2, 0.0, -0.5], [0.9, 0.4, -0.2], [-0.1, 0.0, 0.0], [0.0, 0.0, -0.5], [0.4, -0.1, -0.1], [0.3, -0.2, 0.0], [0.3, -0.5, 0.2], [0.2, -0.2, 0.2], [0.0, 0.2, -0.2], [0.0, 0.0, 0.3], [-0.3, 0.1, -0.2], [-0.5, 0.1, 0.0], [0.2, 0.1, 0.2], [0.0, 0.2, -0.8], [-0.3, -0.1, -0.3], [-0.7, 0.5, 0.0], [0.1, -0.1, 0.8], [0.3, 0.3, -0.4], [-0.2, 0.1, 0.0], [0.0, -0.2, 0.2], [-0.2, 0.3, 0.2], [0.5, -0.8, -0.1], [0.4, 0.4, -0.3], [-0.4, -1.6, 0.3], [0.7, 0.4, 0.1], [-0.4, 0.9, 0.3], [-0.1, 0.2, 0.4], [0.2, 0.3, -0.3], [0.1, -0.5, -0.1], [-0.3, -0.2, -0.4], [0.4, 0.1, -0.1], [-0.3, 0.1, 0.5], [-0.3, 0.3, 0.0], [-0.1, 0.2, -0.5], [0.2, -0.3, -0.1], [0.1, -0.3, 0.2], [-0.5, -0.2, -0.3], [0.0, 0.0, 0.6], [0.5, 0.2, -0.5], [0.4, -0.1, -0.4], [-0.5, 0.5, 0.0], [0.2, 0.1, 0.5]]}